C33H89N8O11Ti as an isolated structure at a distorted geometry, computed with ωB97M-V with the def2-TZVPD basis set.

Values from the calculation:
- gap between HOMO and LUMO (alpha / beta) (eV) = 5.27 / 5.25
- <S²> = 3.75
- 2S+1 = 4
- HOMO level (alpha / beta) (eV) = -6.77 / -6.76

Atoms and positions in Å:
Ti 0.456 1.812 4.121
O 1.468 -1.287 -0.766
C 1.161 -0.537 0.272
O 1.101 -1.090 1.391
O 0.873 0.689 0.218
H 1.492 -2.012 -0.137
C 3.099 7.662 0.863
C 4.111 7.834 -0.306
C 4.842 9.216 -0.363
O 3.860 10.210 -0.400
C 4.516 11.431 -0.639
N 5.057 6.718 -0.239
H 2.751 6.632 0.788
H 2.277 8.367 0.739
H 3.523 7.876 1.844
H 3.552 7.949 -1.235
H 5.426 9.188 -1.284
H 5.608 9.318 0.406
H 5.173 11.739 0.174
H 3.722 12.168 -0.525
H 5.022 11.620 -1.586
H 4.642 5.799 -0.170
H 5.616 6.837 0.593
C -3.640 3.307 -4.296
C -2.510 4.028 -5.094
C -3.089 5.183 -5.962
O -4.036 4.666 -6.939
C -4.448 5.564 -7.930
N -1.710 4.662 -3.997
H -3.216 2.654 -3.533
H -4.251 2.778 -5.028
H -4.224 4.119 -3.863
H -1.976 3.338 -5.748
H -2.298 5.687 -6.517
H -3.501 5.954 -5.311
H -5.013 6.421 -7.562
H -5.145 4.972 -8.523
H -3.528 5.831 -8.450
H -1.474 3.957 -3.312
H -0.830 4.911 -4.427
C -1.007 -1.508 -7.216
C -1.845 -0.967 -8.435
C -0.907 -0.345 -9.432
O -1.563 -0.099 -10.676
C -2.844 0.576 -10.697
N -2.286 -2.216 -9.041
H -0.232 -2.203 -7.537
H -1.626 -2.046 -6.498
H -0.645 -0.609 -6.718
H -2.711 -0.409 -8.080
H -0.031 -0.949 -9.667
H -0.634 0.605 -8.972
H -2.666 1.575 -10.300
H -3.641 0.168 -10.074
H -3.245 0.725 -11.700
H -2.547 -2.055 -10.003
H -1.410 -2.707 -9.142
C -5.591 -9.358 0.554
C -4.320 -9.018 1.339
C -4.460 -7.880 2.385
O -4.911 -6.572 1.899
C -3.994 -5.947 1.085
N -3.746 -10.221 1.859
H -6.452 -9.772 1.078
H -5.278 -10.081 -0.198
H -5.975 -8.458 0.073
H -3.623 -8.740 0.548
H -3.582 -7.874 3.031
H -5.015 -8.164 3.278
H -4.301 -4.921 0.878
H -3.999 -6.426 0.106
H -2.996 -5.895 1.520
H -4.389 -10.709 2.466
H -3.772 -10.822 1.047
C -4.523 5.288 3.130
C -3.025 4.929 3.442
C -2.745 5.271 4.960
O -1.345 5.051 5.201
C -0.949 5.515 6.459
N -3.057 3.463 3.231
H -5.208 4.576 3.591
H -4.688 5.152 2.061
H -4.756 6.337 3.309
H -2.266 5.497 2.903
H -3.311 4.644 5.649
H -3.149 6.265 5.151
H 0.106 5.274 6.595
H -1.442 5.024 7.298
H -1.100 6.588 6.568
H -3.985 3.120 3.437
H -2.872 3.320 2.249
C 3.187 -7.524 1.132
C 1.834 -8.067 0.637
C 1.985 -8.602 -0.797
O 0.825 -9.092 -1.387
C 0.287 -8.249 -2.439
N 1.415 -9.011 1.605
H 3.069 -7.102 2.130
H 3.478 -6.628 0.582
H 3.981 -8.271 1.116
H 1.076 -7.284 0.650
H 2.834 -9.283 -0.860
H 2.299 -7.706 -1.333
H -0.527 -8.757 -2.956
H 1.018 -8.005 -3.210
H -0.007 -7.264 -2.075
H 0.462 -9.188 1.321
H 1.861 -9.871 1.321
C -3.093 -1.868 7.680
C -2.447 -0.551 8.026
C -2.533 -0.219 9.556
O -3.912 0.109 9.689
C -4.150 0.541 10.999
N -1.002 -0.587 7.679
H -2.653 -2.681 8.256
H -2.858 -2.003 6.624
H -4.171 -1.832 7.835
H -2.909 0.276 7.486
H -1.823 0.551 9.859
H -2.228 -1.079 10.153
H -3.719 -0.108 11.761
H -5.206 0.604 11.261
H -3.807 1.568 11.123
H -0.954 -1.239 6.909
H -0.469 -1.157 8.320
C 10.466 -0.084 -1.004
C 9.148 -0.652 -0.647
C 8.542 0.284 0.445
O 7.329 -0.197 1.086
C 7.454 -1.379 1.836
N 8.309 -0.828 -1.834
H 11.142 0.218 -0.204
H 10.299 0.704 -1.737
H 11.100 -0.815 -1.505
H 9.253 -1.637 -0.192
H 8.376 1.281 0.037
H 9.239 0.364 1.279
H 6.484 -1.684 2.230
H 8.068 -1.226 2.724
H 7.953 -2.208 1.335
H 7.397 -0.759 -1.406
H 8.396 0.036 -2.351

Results of the Löwdin charge analysis, in e, for atoms 1 through 99: Ti 0.887; O 0.099; C -0.920; O -0.108; O -0.105; H 0.083; C -0.066; C -0.405; C -0.237; O -0.161; C -0.130; N 0.026; H 0.068; H 0.066; H 0.073; H 0.132; H 0.120; H 0.121; H 0.086; H 0.087; H 0.092; H 0.066; H 0.065; C -0.062; C -0.399; C -0.183; O -0.213; C -0.123; N 0.021; H 0.073; H 0.070; H 0.077; H 0.128; H 0.111; H 0.118; H 0.084; H 0.088; H 0.085; H 0.061; H 0.062; C -0.057; C -0.436; C -0.208; O -0.206; C -0.089; N 0.021; H 0.076; H 0.076; H 0.073; H 0.134; H 0.135; H 0.120; H 0.082; H 0.077; H 0.086; H 0.058; H 0.060; C -0.065; C -0.457; C -0.159; O -0.175; C -0.150; N 0.027; H 0.078; H 0.072; H 0.073; H 0.127; H 0.113; H 0.118; H 0.089; H 0.081; H 0.093; H 0.073; H 0.065; C -0.074; C -0.359; C -0.193; O -0.213; C -0.134; N 0.020; H 0.075; H 0.076; H 0.072; H 0.142; H 0.123; H 0.118; H 0.085; H 0.086; H 0.091; H 0.060; H 0.073; C -0.069; C -0.470; C -0.240; O -0.176; C -0.081; N 0.036; H 0.074; H 0.071


C4H5N3O2 in the gas phase at a distorted geometry, computed with ωB97M-V with the def2-TZVPD basis set.

Values from the calculation:
- gap between HOMO and LUMO (eV) = 8.29
- HOMO level (eV) = -7.90

Atoms and positions in Å:
C 0.409 -1.302 0.209
C -1.677 -0.045 -0.094
C -0.879 -1.238 -0.023
C 1.129 1.129 0.101
N -1.943 2.311 0.016
N -1.599 1.140 0.004
N 1.278 -0.233 0.207
O -1.423 -2.449 -0.139
O 2.232 1.710 -0.119
H 0.880 -2.304 0.122
H -1.497 2.970 -0.560
H 2.238 -0.482 0.001
H -2.259 -2.444 0.395
H 3.110 1.239 -0.121

Atom-resolved charges from Löwdin, all expressed in e: C -0.078; C 0.059; C -0.384; C -0.189; N 0.084; N -0.132; N 0.017; O 0.021; O 0.032; H 0.150; H 0.046; H 0.113; H 0.137; H 0.125


C5H5NO2 as an isolated structure at a distorted geometry, computed with ωB97M-V with the def2-TZVPD basis set.

Values from the calculation:
- gap between HOMO and LUMO (eV) = 8.93
- HOMO level (eV) = -8.91

Atoms and positions in Å:
C 1.530 -0.396 0.035
C -0.498 1.210 0.018
C -1.447 0.287 0.251
C -0.684 -0.945 0.619
C 0.227 -1.107 -0.447
H 1.419 1.784 -0.846
H -0.808 2.304 -0.362
H -2.392 0.545 0.334
H -0.403 -0.903 1.779
H 0.061 -0.864 -1.561
N 0.812 0.949 -0.021
O 2.705 -0.576 0.369
O -0.521 -2.287 -0.170

Atom-resolved charges from Löwdin, all expressed in e: C -0.280; C -0.240; C -0.047; C -0.176; C -0.306; H 0.289; H 0.166; H 0.045; H 0.210; H 0.194; N 0.016; O 0.092; O 0.036


A 14-piece molecular cluster, C88H198Br3N11 overall at a distorted geometry, computed with ωB97M-V with the def2-TZVPD basis set.

Values from the calculation:
- gap between HOMO and LUMO (eV) = 6.58
- net charge = +8
- HOMO level (eV) = -20.06

Atoms and positions in Å:
C -0.280 1.768 -2.605
C -0.058 1.462 -1.121
C -0.529 0.108 -0.649
N -0.631 0.140 0.966
C 0.700 0.506 1.686
C -1.850 0.982 1.411
C -2.306 0.269 2.707
C -1.656 -1.117 2.749
C -1.048 -1.292 1.444
H -1.295 2.014 -2.919
H -0.020 0.917 -3.235
H 0.254 2.672 -2.897
H -0.403 2.329 -0.558
H 1.026 1.509 -1.018
H 0.035 -0.767 -0.973
H -1.540 -0.196 -0.917
H 0.644 0.733 2.751
H 0.932 1.521 1.365
H 1.463 -0.270 1.631
H -1.461 1.983 1.595
H -2.553 1.004 0.578
H -2.064 0.947 3.526
H -3.395 0.230 2.753
H -0.862 -0.990 3.485
H -2.375 -1.831 3.151
H -0.108 -1.827 1.308
H -1.778 -1.652 0.719
C 2.055 3.164 -10.317
C 2.131 4.310 -9.345
C 1.922 3.969 -7.890
N 1.857 5.179 -6.797
C 3.090 6.081 -6.988
C 1.878 4.607 -5.381
C 1.220 5.632 -4.369
C 0.534 6.548 -5.248
C 0.542 5.952 -6.691
H 1.196 2.504 -10.192
H 2.969 2.606 -10.113
H 2.174 3.520 -11.341
H 1.261 4.884 -9.663
H 3.044 4.892 -9.471
H 2.812 3.397 -7.624
H 0.957 3.478 -7.765
H 2.965 6.617 -7.929
H 4.047 5.564 -6.923
H 3.013 6.826 -6.196
H 2.851 4.215 -5.086
H 1.246 3.727 -5.494
H 1.943 6.188 -3.771
H 0.717 5.105 -3.558
H 1.074 7.494 -5.207
H -0.519 6.715 -5.024
H 0.491 6.735 -7.448
H -0.222 5.174 -6.686
C -0.177 -2.097 -4.258
C 1.270 -1.416 -4.473
C 1.325 -1.057 -5.970
N 2.585 -0.250 -6.364
C 2.624 1.111 -5.683
C 2.705 0.017 -7.940
C 4.109 -0.292 -8.310
C 4.497 -1.446 -7.365
C 3.874 -1.027 -6.042
H -0.295 -2.299 -3.193
H -0.171 -2.999 -4.869
H -1.058 -1.526 -4.549
H 2.066 -2.087 -4.151
H 1.395 -0.508 -3.884
H 0.522 -0.380 -6.262
H 1.321 -1.863 -6.704
H 3.488 1.640 -6.085
H 2.887 0.872 -4.653
H 1.674 1.639 -5.761
H 2.315 0.978 -8.275
H 2.147 -0.772 -8.445
H 4.862 0.463 -8.084
H 4.097 -0.332 -9.399
H 5.564 -1.655 -7.288
H 4.035 -2.368 -7.718
H 4.570 -0.383 -5.504
H 3.487 -1.878 -5.482
C 8.753 4.359 -4.330
C 7.537 3.688 -3.599
C 7.270 4.196 -2.155
N 5.946 3.802 -1.524
C 5.980 2.330 -1.243
C 5.476 4.594 -0.244
C 3.935 4.453 -0.199
C 3.450 4.107 -1.606
C 4.735 4.113 -2.500
H 8.455 5.356 -4.654
H 9.075 3.895 -5.263
H 9.601 4.529 -3.668
H 7.753 2.622 -3.529
H 6.712 3.669 -4.311
H 7.269 5.284 -2.218
H 8.006 3.928 -1.397
H 6.726 2.264 -0.451
H 5.966 1.830 -2.211
H 5.112 1.971 -0.690
H 5.986 4.284 0.668
H 5.940 5.522 -0.579
H 3.746 3.666 0.530
H 3.522 5.364 0.233
H 3.022 3.104 -1.636
H 2.584 4.715 -1.866
H 4.662 3.500 -3.399
H 4.904 5.150 -2.788
C -1.585 -5.165 3.334
C -2.612 -6.376 3.590
C -2.487 -7.017 5.055
N -3.140 -8.411 5.401
C -2.477 -9.553 4.540
C -4.669 -8.545 5.307
C -5.100 -9.561 6.329
C -3.854 -9.918 7.227
C -2.831 -8.900 6.905
H -2.091 -4.234 3.588
H -1.342 -5.128 2.272
H -0.610 -5.365 3.780
H -2.246 -7.190 2.964
H -3.631 -6.086 3.331
H -2.875 -6.280 5.758
H -1.451 -7.061 5.390
H -1.391 -9.467 4.564
H -2.819 -9.515 3.505
H -2.648 -10.599 4.792
H -4.943 -8.709 4.265
H -5.110 -7.603 5.633
H -5.379 -10.458 5.778
H -6.008 -9.148 6.768
H -3.425 -10.897 7.016
H -4.211 -9.908 8.257
H -1.782 -9.175 7.017
H -2.880 -7.939 7.416
C -10.560 -2.270 6.836
C -9.795 -1.089 6.415
C -8.297 -1.470 6.014
N -7.402 -0.301 5.569
C -8.053 0.682 4.557
C -6.699 0.476 6.771
C -5.701 -0.506 7.450
C -5.163 -1.266 6.214
C -6.107 -0.906 4.952
H -10.347 -2.467 7.887
H -10.308 -3.116 6.196
H -11.643 -2.153 6.793
H -9.684 -0.348 7.207
H -10.402 -0.518 5.713
H -8.211 -2.202 5.211
H -7.759 -1.873 6.873
H -7.350 1.372 4.089
H -8.618 1.212 5.323
H -8.733 0.086 3.949
H -6.167 1.321 6.333
H -7.365 0.879 7.535
H -4.996 -0.110 8.181
H -6.281 -1.169 8.092
H -4.187 -0.844 5.972
H -5.021 -2.336 6.365
H -5.632 -0.091 4.405
H -6.378 -1.598 4.154
C -6.205 0.849 -8.273
C -6.200 1.025 -6.688
C -5.094 0.170 -6.088
N -5.307 -0.059 -4.568
C -5.952 -1.376 -4.146
C -6.006 1.153 -3.855
C -4.918 1.609 -2.846
C -3.886 0.468 -2.598
C -3.845 -0.158 -4.014
H -6.602 -0.108 -8.612
H -5.262 0.932 -8.812
H -6.949 1.507 -8.722
H -7.135 0.639 -6.282
H -6.087 2.078 -6.431
H -4.155 0.670 -6.322
H -5.155 -0.775 -6.628
H -6.994 -1.166 -4.386
H -5.908 -1.458 -3.060
H -5.464 -2.202 -4.663
H -6.760 0.744 -3.183
H -6.400 1.984 -4.441
H -5.311 1.928 -1.880
H -4.364 2.474 -3.210
H -4.299 -0.189 -1.833
H -2.920 0.811 -2.226
H -3.498 -1.191 -3.997
H -3.249 0.550 -4.590
C 0.292 -7.954 1.053
C 0.355 -7.014 -0.182
C 1.776 -6.475 -0.411
N 1.881 -5.080 -1.099
C 1.437 -4.111 -0.016
C 1.006 -4.973 -2.475
C 1.774 -5.612 -3.547
C 3.205 -5.404 -3.183
C 3.264 -4.795 -1.672
H 0.269 -7.308 1.931
H 1.002 -8.764 1.218
H -0.638 -8.521 1.018
H -0.406 -6.244 -0.307
H 0.043 -7.665 -0.999
H 2.230 -7.187 -1.100
H 2.326 -6.626 0.517
H 1.517 -3.063 -0.304
H 2.075 -4.380 0.826
H 0.369 -4.242 0.160
H 0.742 -3.956 -2.764
H 0.057 -5.490 -2.336
H 1.460 -5.201 -4.507
H 1.583 -6.685 -3.546
H 3.696 -4.721 -3.877
H 3.876 -6.241 -3.376
H 3.308 -3.721 -1.853
H 4.104 -5.075 -1.037
C 0.202 8.538 -1.477
C -0.692 7.346 -1.762
C -1.997 7.396 -0.923
N -3.051 6.233 -1.245
C -3.704 6.329 -2.690
C -2.366 4.848 -1.083
C -3.457 3.931 -0.617
C -4.483 4.742 0.164
C -4.303 6.184 -0.227
H 0.633 8.458 -0.479
H -0.472 9.392 -1.410
H 1.018 8.655 -2.191
H -0.104 6.441 -1.605
H -1.050 7.467 -2.784
H -2.678 8.216 -1.152
H -1.854 7.460 0.156
H -4.357 5.472 -2.854
H -2.905 6.325 -3.431
H -4.105 7.342 -2.683
H -1.868 4.566 -2.011
H -1.602 5.013 -0.323
H -3.904 3.406 -1.461
H -3.006 3.143 -0.014
H -5.468 4.334 -0.062
H -4.308 4.582 1.228
H -5.182 6.585 -0.731
H -3.946 6.859 0.550
C 0.417 2.777 5.940
C 0.497 1.743 7.112
C 1.828 0.801 7.082
N 2.064 -0.056 8.391
C 2.317 0.932 9.551
C 3.161 -1.114 8.241
C 2.441 -2.474 8.238
C 1.381 -2.200 9.205
C 0.839 -0.891 8.645
H -0.532 2.510 5.475
H 1.112 2.834 5.102
H 0.374 3.810 6.286
H -0.312 1.056 6.864
H 0.249 2.245 8.048
H 2.774 1.341 7.048
H 1.822 0.067 6.276
H 2.461 0.331 10.448
H 1.407 1.521 9.660
H 3.169 1.606 9.457
H 3.965 -1.010 8.970
H 3.716 -0.852 7.340
H 3.121 -3.243 8.606
H 2.177 -2.671 7.199
H 1.645 -2.233 10.262
H 0.610 -2.971 9.201
H 0.161 -0.358 9.312
H 0.297 -0.956 7.701
C 7.698 -3.379 0.647
C 7.475 -2.173 1.473
C 6.036 -1.928 1.924
N 5.711 -0.682 2.857
C 6.228 -0.971 4.291
C 4.226 -0.096 2.935
C 4.368 1.369 3.383
C 5.707 1.856 3.033
C 6.425 0.688 2.343
H 7.444 -4.358 1.053
H 8.739 -3.542 0.368
H 7.138 -3.352 -0.288
H 7.853 -1.318 0.911
H 7.987 -2.302 2.426
H 5.642 -2.744 2.528
H 5.454 -1.740 1.021
H 5.539 -1.768 4.572
H 6.013 -0.066 4.858
H 7.261 -1.315 4.226
H 3.671 -0.698 3.654
H 3.737 -0.138 1.962
H 4.110 1.562 4.425
H 3.633 1.957 2.832
H 6.327 2.184 3.867
H 5.793 2.737 2.397
H 7.490 0.740 2.571
H 6.329 0.579 1.263
Br 1.681 -2.363 4.227
Br -2.684 -3.199 -1.677
Br 0.667 4.447 1.689

Results of the Löwdin charge analysis, in e, for atoms 1 through 99: C -0.083; C -0.226; C -0.076; N -0.180; C 0.000; C -0.080; C -0.129; C -0.178; C -0.134; H 0.054; H 0.053; H 0.057; H 0.073; H 0.096; H 0.115; H 0.074; H 0.096; H 0.011; H 0.066; H 0.085; H 0.112; H 0.109; H 0.103; H 0.050; H 0.119; H 0.101; H 0.061; C -0.075; C -0.251; C -0.090; N -0.215; C 0.056; C -0.104; C -0.172; C -0.173; C -0.042; H 0.089; H 0.072; H 0.111; H 0.126; H 0.125; H 0.112; H 0.128; H 0.117; H 0.117; H 0.106; H 0.114; H 0.095; H 0.113; H 0.093; H 0.132; H 0.119; H 0.155; H 0.137; C -0.085; C -0.184; C -0.101; N -0.220; C -0.007; C -0.076; C -0.154; C -0.115; C -0.085; H -0.016; H 0.085; H 0.059; H 0.089; H 0.070; H 0.134; H 0.145; H 0.101; H 0.090; H 0.088; H 0.107; H 0.140; H 0.123; H 0.148; H 0.139; H 0.130; H 0.134; H 0.110; C -0.060; C -0.216; C -0.103; N -0.251; C 0.009; C -0.034; C -0.165; C -0.147; C -0.071; H 0.078; H 0.089; H 0.090; H 0.097; H 0.089; H 0.137; H 0.148; H 0.107; H 0.108


A 2-piece molecular cluster, C2H6FO2P overall at a distorted geometry, computed with ωB97M-V with the def2-TZVPD basis set.

Values from the calculation:
- gap between HOMO and LUMO (alpha / beta) (eV) = 6.25 / 6.25
- HOMO level (alpha / beta) (eV) = -9.15 / -9.15

Atoms and positions in Å:
C -1.604 -0.644 0.102
C 0.111 0.804 -0.596
O 2.805 1.636 0.093
O -0.991 0.719 0.091
F 0.809 -2.377 0.359
P 1.784 0.667 0.317
H -2.118 -0.877 -0.764
H -2.199 -0.656 1.031
H -0.738 -1.437 0.208
H 0.188 1.796 -0.982
H 0.104 0.204 -1.453
H 1.848 0.164 1.593

Atom-resolved charges from Löwdin, all expressed in e: C -0.018; C -0.396; O -0.300; O -0.164; F -0.661; P 1.087; H 0.057; H 0.097; H 0.073; H 0.105; H 0.097; H 0.023